The following is a DFT calculation (ωB97M-V/def2-TZVPD) of C81H202N13O27Zn as an isolated structure.

XYZ file:
```
324
Properties=species:S:1:pos:R:3:forces:R:3:mulliken_charge:R:1
Zn -19.580 11.592 -18.287 -1.74 -1.46 -0.21 1.58
C -19.076 7.751 -17.531 -1.33 1.32 0.04 0.53
C -20.487 8.474 -17.439 0.79 -0.28 -1.42 0.46
C -21.231 7.974 -16.221 0.27 0.58 0.82 -0.27
O -20.454 9.865 -17.572 0.47 0.77 0.60 -0.51
H -18.487 8.119 -16.691 0.23 -0.39 0.22 -0.43
H -18.555 8.057 -18.439 -0.01 0.01 -0.21 -0.74
H -19.217 6.670 -17.547 0.18 -0.10 0.21 0.24
H -21.083 8.136 -18.287 -0.10 -0.59 -0.54 0.09
H -22.258 8.340 -16.209 -0.07 0.01 0.00 -0.02
H -20.720 8.368 -15.342 -0.01 0.26 0.34 0.01
H -21.223 6.895 -16.063 -0.08 -0.13 -0.47 -0.38
C -19.753 4.815 -13.948 -1.33 1.65 0.84 0.23
O -18.429 4.509 -13.662 0.31 -0.20 -1.03 -0.53
C -17.899 3.797 -14.749 1.71 -2.34 0.65 0.96
C -16.446 3.398 -14.389 0.44 -0.52 -1.05 -0.87
N -15.759 2.635 -15.497 0.81 1.17 0.56 0.03
C -14.272 2.882 -15.498 -0.64 -0.37 1.12 -0.60
C -13.537 2.470 -14.209 -0.11 -0.38 -0.83 -0.90
O -13.697 1.084 -14.029 -1.24 -0.43 -1.18 -0.29
C -13.267 0.617 -12.806 1.15 0.70 1.23 -0.79
H -19.830 5.447 -14.833 -0.03 -0.23 -0.51 -0.18
H -20.129 5.462 -13.156 0.13 0.08 0.30 0.32
H -20.487 4.009 -13.970 0.40 -0.60 -0.38 -0.13
H -17.938 4.143 -15.781 -0.09 1.38 0.09 -0.52
H -18.427 2.850 -14.861 -0.39 -0.37 0.23 -0.10
H -16.417 2.779 -13.493 -0.29 0.26 0.30 0.42
H -15.845 4.290 -14.207 -0.11 0.14 0.11 0.21
H -15.824 1.646 -15.302 -0.30 -0.22 0.03 0.33
H -14.038 3.946 -15.534 -0.32 0.19 -0.73 0.11
H -13.841 2.321 -16.328 0.01 0.24 -0.12 0.52
H -13.880 3.074 -13.369 -0.28 -0.18 0.37 0.40
H -12.479 2.698 -14.337 0.33 0.10 -0.02 0.61
H -13.790 1.154 -12.015 -0.04 -0.04 0.38 0.33
H -12.207 0.861 -12.743 0.36 0.01 0.48 0.31
H -13.329 -0.451 -12.598 -0.53 -0.03 -0.80 0.24
C -23.757 10.425 -21.739 -0.41 -0.12 -0.38 -0.57
O -22.453 10.792 -21.319 -0.55 -0.57 0.44 -0.48
C -21.411 9.976 -21.819 0.75 0.95 -1.09 -1.28
C -20.165 10.238 -20.923 -0.55 -3.01 0.57 0.25
N -20.222 11.549 -20.286 0.99 -0.16 -2.32 1.30
C -19.607 12.568 -21.183 0.55 0.82 1.35 -0.67
C -19.286 13.777 -20.305 -0.67 -0.16 0.36 -0.72
O -18.602 13.356 -19.103 1.20 1.58 -2.16 0.07
C -17.854 14.445 -18.527 -0.99 -0.69 1.35 -1.13
H -24.472 11.067 -21.225 0.12 -0.06 -0.03 0.38
H -24.018 9.378 -21.582 0.27 -0.19 0.69 0.02
H -23.895 10.511 -22.817 0.23 0.57 -0.24 0.28
H -21.230 10.344 -22.829 0.19 -0.22 -0.44 0.43
H -21.672 8.921 -21.896 0.02 -0.07 0.35 0.50
H -19.241 9.916 -21.402 0.09 0.53 -0.20 0.57
H -20.322 9.522 -20.116 0.27 -0.06 0.33 -1.50
H -21.203 11.547 -20.527 -1.15 1.73 1.47 0.54
H -20.274 12.899 -21.979 -0.01 -0.17 -0.14 0.37
H -18.655 12.234 -21.596 -0.20 -0.42 -0.15 0.26
H -20.230 14.202 -19.962 -0.09 0.40 -0.16 0.08
H -18.721 14.527 -20.858 0.11 -0.03 0.08 0.72
H -17.386 15.156 -19.208 -0.05 -0.43 -0.26 0.42
H -17.152 14.017 -17.812 0.48 -0.09 -0.55 0.32
H -18.551 14.958 -17.865 -0.14 0.65 -0.18 0.25
C -26.953 8.573 -7.923 -0.32 1.57 0.10 -0.83
O -26.039 8.363 -8.968 0.79 -0.68 0.50 -0.25
C -25.564 7.016 -8.979 -0.90 -0.81 -1.89 -0.82
C -24.521 6.832 -10.084 0.49 1.27 0.47 -0.44
N -24.981 7.258 -11.399 -0.76 0.97 0.05 -0.25
C -23.973 7.370 -12.444 1.12 -0.92 0.54 -1.00
C -22.713 8.290 -12.258 -0.29 -0.86 0.64 0.56
O -21.714 7.687 -11.386 -0.72 0.39 -0.09 -0.48
C -20.433 8.330 -11.380 -0.95 -0.61 -0.37 0.01
H -27.173 9.640 -7.892 0.15 0.23 -0.28 0.26
H -26.533 8.402 -6.931 0.00 -0.72 0.02 0.32
H -27.941 8.143 -8.085 0.17 -0.76 0.07 0.32
H -26.411 6.397 -9.276 -0.37 -0.30 0.26 0.36
H -25.175 6.614 -8.044 0.09 0.53 0.31 0.49
H -24.147 5.809 -10.130 0.11 0.08 0.24 0.41
H -23.770 7.565 -9.790 0.96 -0.52 0.23 0.21
H -25.326 8.186 -11.198 -0.54 0.31 -0.29 0.32
H -24.442 7.673 -13.380 -0.18 0.07 0.02 0.08
H -23.670 6.328 -12.548 0.57 -0.02 -0.55 0.47
H -23.128 9.227 -11.887 0.39 0.42 0.51 0.25
H -22.264 8.524 -13.223 0.10 -0.22 -0.29 -0.18
H -20.027 8.188 -12.381 0.35 0.61 -0.20 -0.13
H -19.763 7.813 -10.692 -0.31 -0.18 0.14 0.40
H -20.514 9.367 -11.055 0.09 0.10 -0.32 0.04
C -22.340 13.339 -18.615 -1.31 -0.08 0.34 -0.92
O -21.172 12.904 -17.948 -0.02 0.20 0.78 0.13
C -21.110 13.346 -16.561 -1.30 0.75 0.18 -0.79
C -20.164 12.521 -15.738 1.19 1.00 -0.45 -0.32
N -18.871 12.470 -16.517 -0.95 -1.92 1.51 -0.19
C -18.083 11.336 -16.005 0.78 -0.42 0.01 -1.13
C -17.066 10.914 -17.094 -0.33 -0.46 0.63 -0.33
O -17.725 11.015 -18.383 2.50 -0.59 0.55 1.69
C -16.791 10.881 -19.436 0.73 -0.26 -0.80 -0.31
H -22.430 13.112 -19.678 1.00 -0.18 -0.01 0.26
H -22.510 14.409 -18.498 0.23 0.15 0.13 0.37
H -23.207 12.820 -18.206 -0.12 0.02 0.37 0.08
H -22.083 13.283 -16.073 -0.38 -0.23 -0.31 0.30
H -20.931 14.421 -16.568 0.53 0.11 0.04 0.36
H -20.593 11.543 -15.520 0.42 -0.29 -0.66 -0.76
H -19.917 12.929 -14.757 -0.55 0.43 0.04 0.69
H -18.298 13.282 -16.337 -0.49 0.39 -0.16 0.56
H -18.752 10.532 -15.699 -0.02 -0.13 -0.62 -0.20
H -17.605 11.623 -15.069 0.51 -0.03 -0.05 0.51
H -16.673 9.907 -16.953 -0.58 -0.34 0.12 -0.59
H -16.142 11.489 -17.028 -0.16 0.82 -0.50 0.83
H -15.968 11.595 -19.405 -0.10 0.45 0.47 0.53
H -17.226 11.010 -20.427 -0.50 -0.10 0.31 -0.09
H -16.300 9.908 -19.433 -0.26 -0.19 0.21 -0.95
C -15.667 3.893 -18.580 0.06 -0.95 -1.57 -1.55
O -16.005 3.882 -20.005 -0.09 0.97 1.22 0.89
C -15.057 3.246 -20.857 -1.52 0.10 -0.64 -1.25
C -15.599 3.336 -22.348 1.57 1.10 1.40 -0.81
N -15.316 4.638 -22.967 0.68 -1.87 0.92 -0.14
C -15.514 4.651 -24.396 -0.13 0.05 1.28 -0.74
C -15.322 6.078 -24.787 0.18 0.09 -2.10 0.22
O -15.239 6.134 -26.216 0.36 0.39 -0.54 -0.47
C -16.466 5.969 -26.892 -0.40 -0.38 0.60 -0.68
H -15.424 2.861 -18.326 -0.21 -0.04 0.45 0.39
H -16.516 4.257 -18.002 -0.06 -0.14 -0.25 0.01
H -14.782 4.475 -18.320 0.14 0.34 -0.37 0.64
H -15.029 2.187 -20.602 0.18 -0.28 0.15 0.41
H -14.076 3.689 -20.685 0.19 0.05 -0.50 0.48
H -16.673 3.150 -22.373 -0.16 -0.55 0.21 0.33
H -15.033 2.552 -22.850 -0.25 -0.03 -0.44 0.48
H -15.795 5.373 -22.466 -0.38 0.22 -0.35 -0.19
H -16.458 4.223 -24.732 -0.56 0.12 0.08 0.31
H -14.762 4.017 -24.867 0.30 0.20 -0.12 0.39
H -14.359 6.398 -24.388 0.04 0.12 -0.16 0.13
H -16.076 6.803 -24.479 -0.28 -0.31 0.35 0.05
H -17.211 6.673 -26.523 -0.03 0.60 -0.25 0.25
H -16.948 5.011 -26.697 0.24 -0.46 0.09 0.29
H -16.343 6.011 -27.974 0.29 0.41 0.19 0.30
C -18.752 1.193 -20.417 -0.88 1.41 -1.50 -0.17
O -18.350 0.342 -19.436 0.04 -1.31 1.28 -0.45
C -17.975 0.980 -18.251 0.51 0.42 1.56 0.79
C -18.326 0.173 -16.983 -1.55 -0.76 -0.95 -1.51
N -19.773 -0.263 -16.983 1.08 1.12 0.35 0.36
C -20.122 -1.285 -15.994 0.08 -0.86 -2.19 -1.02
C -21.379 -2.067 -16.438 -0.21 -0.46 0.56 -0.69
O -21.203 -2.783 -17.677 -0.11 -0.19 0.19 -0.41
C -22.320 -3.656 -17.881 0.08 -0.01 -0.92 -0.90
H -19.544 1.859 -20.074 -0.03 0.46 0.33 -0.01
H -19.242 0.692 -21.252 0.40 -0.57 0.04 0.45
H -17.932 1.789 -20.817 0.17 0.20 -0.03 -0.12
H -18.328 2.001 -18.107 -1.05 0.14 -0.54 -0.64
H -16.910 1.208 -18.220 0.50 -0.57 -0.17 0.58
H -18.144 0.804 -16.114 0.22 -0.10 0.07 0.42
H -17.716 -0.730 -16.982 0.41 -0.06 0.35 0.53
H -19.957 -0.570 -17.928 -0.18 -0.44 -0.01 0.04
H -20.128 -0.928 -14.964 -0.56 0.25 -0.14 0.27
H -19.380 -2.084 -16.016 0.57 -0.21 0.17 0.66
H -22.322 -1.525 -16.506 0.13 0.53 0.03 0.44
H -21.532 -2.815 -15.660 -0.13 -0.14 0.26 0.59
H -22.439 -4.398 -17.091 -0.28 0.45 0.45 0.31
H -22.282 -4.271 -18.780 1.33 0.03 -0.24 0.30
H -23.214 -3.111 -18.184 -0.43 0.45 1.07 0.34
C -14.586 8.109 -12.199 0.22 0.34 0.45 -0.77
O -15.597 8.991 -12.685 -0.61 -1.32 0.50 -0.39
C -16.872 8.303 -12.810 0.08 1.77 -1.11 -0.08
C -16.905 7.417 -14.004 -0.65 -0.48 -0.64 0.53
N -16.356 7.993 -15.223 0.30 -0.69 0.32 0.54
C -15.801 6.896 -16.009 0.51 0.85 -1.37 -0.50
C -15.043 7.457 -17.227 -0.04 -0.49 0.74 0.64
O -13.990 8.284 -16.771 1.06 0.05 0.00 -0.46
C -13.050 8.650 -17.796 -0.95 -0.06 -0.06 -0.71
H -14.918 7.601 -11.293 -0.14 -0.01 0.17 0.34
H -13.717 8.712 -11.935 -0.08 0.07 -0.09 0.32
H -14.247 7.333 -12.884 -0.24 0.07 -0.49 0.16
H -17.571 9.104 -13.053 -0.11 0.29 0.50 -0.20
H -17.236 7.745 -11.947 0.44 0.19 0.40 0.49
H -17.935 7.249 -14.318 -0.40 -0.60 0.81 -0.95
H -16.458 6.465 -13.717 0.17 -0.28 -0.36 -0.32
H -15.682 8.703 -14.974 0.64 -0.25 -0.16 0.65
H -16.557 6.231 -16.428 -0.74 0.34 -0.01 -0.40
H -15.221 6.170 -15.440 0.72 0.29 0.32 0.26
H -15.746 7.999 -17.858 -0.17 0.39 -0.10 -0.89
H -14.682 6.632 -17.842 0.32 -0.16 -0.01 0.84
H -12.641 7.787 -18.323 -0.28 -0.30 -0.11 0.29
H -12.171 9.198 -17.456 -0.42 0.06 0.73 0.36
H -13.612 9.288 -18.478 0.26 0.11 -0.49 0.15
C -24.186 8.240 -24.716 -0.99 0.12 -0.27 -0.47
O -24.870 7.056 -25.137 0.45 0.09 0.57 -0.39
C -25.920 6.592 -24.298 -0.53 -0.58 -0.22 -0.95
C -25.528 5.962 -22.946 0.67 0.86 -0.53 -0.65
N -25.437 6.922 -21.839 -0.14 0.41 -0.41 0.17
C -25.474 6.339 -20.499 -0.73 0.28 0.54 -1.24
C -24.994 7.279 -19.410 0.87 1.27 0.79 1.55
O -25.866 8.392 -19.174 -0.43 0.88 0.39 -0.67
C -25.368 9.366 -18.211 -0.47 -0.40 -1.01 -0.50
H -23.410 8.501 -25.436 0.14 -0.54 0.03 0.37
H -23.801 8.196 -23.697 0.10 -0.27 0.01 -0.07
H -24.885 9.074 -24.781 -0.23 0.26 0.26 0.40
H -26.405 5.796 -24.863 0.44 -0.30 -0.23 0.35
H -26.768 7.274 -24.240 0.20 0.87 0.42 0.39
H -24.528 5.595 -23.177 0.02 -0.67 0.41 0.27
H -26.242 5.171 -22.721 0.08 -0.37 -0.05 0.58
H -26.329 7.393 -21.892 0.07 0.72 -0.07 0.26
H -24.945 5.389 -20.433 0.20 0.11 -0.09 -0.02
H -26.526 6.152 -20.282 -0.19 -0.56 0.35 0.50
H -24.041 7.732 -19.681 0.50 -0.19 -0.36 -0.03
H -24.827 6.835 -18.429 -0.08 -0.82 -0.18 -0.47
H -26.037 10.225 -18.185 -0.38 -0.22 -0.35 0.38
H -24.409 9.781 -18.521 0.41 -0.31 0.01 0.09
H -25.330 9.022 -17.178 0.21 -0.58 -0.04 0.27
C -21.013 6.477 -23.707 0.22 0.34 -0.46 -1.01
O -19.824 6.806 -22.970 -0.85 -0.38 -0.09 -0.27
C -19.047 5.729 -22.384 -0.39 0.82 -1.38 -0.97
C -18.099 6.372 -21.440 1.03 0.77 1.02 0.30
N -16.859 6.915 -22.016 1.22 0.43 -0.02 0.77
C -16.014 7.617 -20.993 -1.10 -0.59 0.34 0.78
C -14.809 8.429 -21.485 -1.51 -0.28 -1.38 -1.08
O -15.385 9.572 -22.189 0.99 0.56 -0.22 -0.18
C -14.410 10.355 -22.959 0.34 -1.34 0.75 -0.95
H -20.919 5.693 -24.458 0.50 -0.45 0.26 0.45
H -21.299 7.331 -24.320 0.35 0.40 0.21 0.29
H -21.910 6.271 -23.122 0.22 -0.26 0.64 0.25
H -18.473 5.285 -23.197 -0.04 -0.51 -0.06 0.43
H -19.666 4.985 -21.881 -0.17 0.04 -0.02 0.55
H -17.806 5.649 -20.678 0.13 -0.11 0.05 -0.27
H -18.608 7.190 -20.931 -0.49 0.05 0.35 -0.24
H -17.033 7.653 -22.684 -0.55 -0.08 -0.39 0.28
H -15.711 6.889 -20.240 0.28 -0.24 -0.08 -0.67
H -16.754 8.236 -20.486 0.36 0.68 0.46 -0.16
H -14.247 7.808 -22.183 0.07 -0.05 -0.31 0.63
H -14.102 8.655 -20.687 -0.27 0.56 0.25 0.40
H -13.633 10.704 -22.278 0.02 0.26 0.08 0.34
H -14.798 11.194 -23.535 -0.74 -0.17 0.51 0.27
H -13.907 9.714 -23.683 -0.04 -0.25 -0.08 0.30
C -23.971 11.040 -15.030 -1.03 -0.30 -0.36 -0.13
O -24.391 11.401 -13.753 0.52 0.34 0.77 -0.10
C -25.722 11.016 -13.315 1.62 0.83 -0.16 -0.13
C -26.899 11.456 -14.185 1.18 -0.45 -0.31 -0.63
N -28.112 11.056 -13.530 1.22 0.74 0.18 -0.18
C -29.264 11.869 -13.837 -1.45 -1.40 0.53 -0.73
C -30.152 11.069 -14.816 -1.13 1.74 1.23 -0.59
O -30.723 9.982 -14.118 0.86 -0.72 1.09 -0.31
C -31.517 9.035 -14.805 0.76 0.65 -1.34 -0.73
H -24.033 9.968 -15.217 -0.46 -0.39 -0.02 0.11
H -22.918 11.230 -15.241 -0.01 0.66 0.43 -0.44
H -24.652 11.592 -15.677 0.45 -0.20 -1.01 0.42
H -25.731 11.586 -12.386 -0.61 -0.49 0.23 0.30
H -25.641 9.944 -13.134 -0.69 -0.20 0.08 -0.14
H -26.840 10.983 -15.165 0.27 -0.01 -0.45 0.12
H -26.837 12.530 -14.365 -0.12 0.10 0.27 0.39
H -28.258 10.095 -13.803 -0.59 -0.05 0.32 0.27
H -29.188 12.905 -14.169 1.16 -0.20 -0.65 0.37
H -29.729 12.051 -12.868 -0.88 -0.37 -0.08 0.40
H -29.558 10.883 -15.711 -0.08 -0.70 -0.17 0.32
H -30.947 11.777 -15.050 -0.42 -0.08 -0.67 0.46
H -30.905 8.594 -15.592 -0.09 0.13 -0.62 0.29
H -32.359 9.587 -15.222 -0.35 -0.47 -0.20 0.30
H -31.817 8.140 -14.260 -0.05 0.70 0.92 0.25
C -21.869 -1.006 -20.702 -0.64 -0.96 -0.11 0.07
O -22.890 -0.028 -20.547 1.07 -0.38 -0.64 -0.56
C -22.747 0.844 -19.451 -0.67 0.43 -0.68 1.63
C -24.114 1.473 -19.329 -0.79 -0.19 1.64 -1.54
N -24.147 2.512 -18.278 -0.18 -0.94 -1.03 0.20
C -25.465 3.109 -18.248 0.39 0.25 0.02 -0.65
C -25.674 3.916 -16.978 -0.17 0.72 -1.00 -1.10
O -24.621 4.908 -16.920 -0.76 -0.75 0.08 0.29
C -24.575 5.594 -15.703 0.94 0.31 0.92 -0.86
H -22.069 -1.581 -21.606 -0.41 0.19 -0.13 0.42
H -21.945 -1.732 -19.893 0.30 0.06 0.29 -0.09
H -20.825 -0.718 -20.831 -0.05 0.84 0.42 -0.12
H -22.063 1.668 -19.657 0.56 -0.14 -0.10 -0.24
H -22.429 0.332 -18.543 -0.06 -0.13 0.17 -0.39
H -24.851 0.735 -19.014 0.13 -0.47 0.13 0.50
H -24.537 1.782 -20.285 0.52 0.48 -0.46 0.33
H -23.423 3.176 -18.514 -0.11 0.45 0.02 0.13
H -26.170 2.282 -18.328 -0.33 0.15 0.28 0.61
H -25.599 3.721 -19.140 -0.35 0.33 -0.12 0.03
H -25.794 3.218 -16.149 0.81 0.22 0.54 0.37
H -26.605 4.480 -17.027 -0.35 -0.06 -0.09 0.64
H -25.445 6.149 -15.349 -0.84 -0.40 -0.46 0.54
H -23.827 6.386 -15.747 0.38 -0.15 -0.41 -0.30
H -24.253 4.923 -14.907 -0.06 -0.13 0.18 0.43
C -22.264 17.484 -15.000 -0.15 -0.61 0.09 -0.83
O -22.329 16.074 -14.696 0.54 0.69 0.00 -0.14
C -22.926 15.834 -13.408 0.11 -0.62 -0.82 -1.12
C -22.808 14.329 -13.027 0.39 1.18 -0.74 0.16
N -21.483 13.919 -12.571 -0.09 -0.39 0.99 -0.43
C -21.408 12.487 -12.143 0.06 1.79 -0.62 0.29
C -20.059 12.138 -11.524 -1.18 0.69 0.41 -1.41
O -19.102 11.855 -12.522 0.23 -0.47 0.40 0.13
C -17.838 11.682 -11.897 0.19 0.00 0.24 -1.01
H -21.648 17.682 -15.877 0.29 -0.50 0.10 0.22
H -21.855 18.031 -14.151 0.00 0.11 0.03 0.33
H -23.237 17.891 -15.276 -0.35 -0.07 0.33 0.33
H -23.969 16.134 -13.510 -0.37 -0.30 0.21 0.45
H -22.504 16.503 -12.658 0.39 -0.16 0.19 0.49
H -23.122 13.711 -13.868 -0.32 0.07 -0.34 -0.27
H -23.586 14.200 -12.274 0.31 -0.36 0.45 0.37
H -20.698 14.234 -13.123 -0.30 -0.05 -0.29 0.33
H -21.610 11.809 -12.972 -0.07 -0.31 -0.18 -0.27
H -22.259 12.437 -11.464 0.29 -0.62 0.37 0.70
H -20.227 11.361 -10.778 0.32 -0.73 -0.32 0.41
H -19.707 12.959 -10.899 0.03 0.49 -0.13 0.43
H -17.655 12.512 -11.215 0.32 0.43 -0.27 0.37
H -17.050 11.558 -12.640 -0.14 0.27 -0.07 0.22
H -17.764 10.817 -11.238 -0.45 -0.48 -0.12 0.40
C -21.798 5.170 -19.352 0.23 1.34 1.12 -0.58
O -21.733 3.924 -18.696 0.00 -0.28 -0.36 0.06
C -20.954 3.871 -17.506 1.19 2.26 -0.15 -0.38
C -21.100 2.672 -16.714 -2.23 -2.19 1.06 1.59
N -22.442 2.628 -15.981 2.40 0.68 -0.20 0.41
C -22.636 1.313 -15.391 -0.22 -0.16 -0.49 -0.21
C -21.841 1.171 -14.095 -0.77 0.74 0.72 -0.31
O -22.329 0.108 -13.311 0.25 -1.38 0.02 -0.51
C -21.552 -0.261 -12.161 -0.55 0.24 -1.06 -0.71
H -22.015 5.976 -18.651 -0.79 -0.05 0.56 -0.10
H -22.562 5.221 -20.128 0.15 -0.59 -0.01 0.41
H -20.863 5.613 -19.696 0.66 -0.90 -0.69 0.11
H -21.156 4.714 -16.846 -0.34 0.55 -0.20 -0.50
H -19.894 3.930 -17.753 0.34 0.25 -0.42 -0.11
H -20.308 2.505 -15.984 0.17 0.59 -0.06 -0.32
H -20.969 1.825 -17.388 -0.29 -0.40 -0.01 -0.60
H -23.102 2.836 -16.717 -0.54 -0.56 0.37 -0.20
H -22.377 0.566 -16.141 0.33 -0.44 0.19 -0.73
H -23.692 1.127 -15.193 -0.10 0.28 0.28 0.75
H -22.068 2.037 -13.475 0.29 0.75 -0.26 0.61
H -20.764 1.159 -14.263 0.25 -0.37 -0.05 0.06
H -22.154 -0.990 -11.618 0.04 0.21 0.09 0.26
H -21.326 0.614 -11.552 -0.01 0.05 0.19 0.31
H -20.625 -0.750 -12.461 0.23 0.03 -0.05 0.24
```
Forces are in eV/Å.

Properties
**Relative energy (zero: lowest compared OMol25 entry of this formula, charge and spin)**: 2.089 eV
**Charge**: +1
**F_max**: 3.30 eV/Å
**HOMO-LUMO gap**: 7.43 eV
**Total energy**: -7729.0491 Eh
**Spin multiplicity**: 1